C4H13N3O | ωB97M-V/def2-TZVPD

Atoms and positions in Å:
C1 0.281 0.018 -0.033
C2 -1.077 -0.180 -0.607
C3 0.698 1.313 -1.124
C4 0.292 0.503 1.404
N1 -2.256 -1.367 1.248
N2 1.182 -1.067 -0.225
N3 2.117 1.460 -1.267
O1 -1.665 -1.547 -0.044
H1 -3.265 -1.301 1.098
H2 -2.099 -2.246 1.739
H3 1.078 -1.514 -1.128
H4 1.114 -1.756 0.514
H5 2.505 0.641 -1.723
H6 2.560 1.549 -0.359
H7 -1.079 -0.423 -1.670
H8 -1.795 0.582 -0.308
H9 0.296 2.214 -0.657
H10 0.273 1.262 -2.128
H11 -0.209 1.465 1.490
H12 1.317 0.594 1.761
H13 -0.266 -0.201 2.019

Its SMILES is C[C@](N)(CN)CON. For the energy relative to the best compared isomer or geometry (same formula, charge and spin), the calculation gives 84.7 kcal per mole. The calculation puts the orbital gap at 0.3362 hartree. As for the net charge: 0. Its HOMO energy is -8.228 eV.

These are the natural (NBO) partial charges, in e, on atoms 1 to 4: number 1, C, carries 0.0776; number 2, C, carries -0.0803; number 3, C, carries -0.2212; number 4, C, carries -0.6351

C4H5NO2 | ωB97M-V/def2-TZVPD

Atoms and positions in Å:
C1 0.107 0.401 -0.488
C2 -1.893 -0.463 0.170
C3 0.619 -0.966 -0.001
C4 0.910 1.461 -0.528
O1 -1.242 0.503 -0.664
N1 1.494 -1.173 0.880
O2 -1.689 -0.709 1.312
H1 1.773 -0.343 1.406
H2 -2.815 -0.678 -0.394
H3 0.251 -1.823 -0.558
H4 1.944 1.386 -0.239
H5 0.541 2.405 -0.895

Its SMILES is [H]/N=C\C(=C)OC=O. For the energy relative to the best compared isomer or geometry (same formula, charge and spin), the calculation gives 52.5 kcal per mole. The calculation puts the orbital gap at 0.3755 hartree. As for the net charge: 0. Its HOMO energy is -9.766 eV.

These are the natural (NBO) partial charges, in e, on atoms 1 to 4: number 1, C, carries 0.2150; number 2, C, carries 0.6383; number 3, C, carries 0.0693; number 4, C, carries -0.4301

C3H9AgO3 | ωB97M-V/def2-TZVPD

Atoms and positions in Å:
Ag1 0.104 1.865 -1.522
O1 -1.423 2.248 -0.430
H1 -1.371 2.000 0.555
C1 2.214 -0.248 -0.662
O2 0.846 0.107 -0.511
C2 0.081 -0.907 0.134
C3 -1.340 -0.469 0.384
H2 2.720 0.570 -1.186
H3 2.672 -0.390 0.327
H4 2.296 -1.170 -1.256
H5 0.575 -1.145 1.089
H6 0.077 -1.805 -0.504
H7 -1.900 -1.376 0.667
H8 -1.825 -0.207 -0.572
O3 -1.409 0.452 1.587
H9 -2.315 0.476 1.903

Its spin multiplicity is 3. For the energy relative to the best compared isomer or geometry (same formula, charge and spin), the calculation gives 10.1 kcal per mole. The calculation puts the orbital gap (spin up / spin down) at 0.2209 / 0.3004 hartree. As for the net charge: 0. Its HOMO energy (spin up / spin down) is -5.438 / -9.777 eV. The expectation value of S² is 2.01.

These are the natural (NBO) partial charges, in e, on atoms 1 to 4: number 1, Ag, carries 0.4265; number 2, O, carries -0.9418; number 3, H, carries 0.4693; number 4, C, carries -0.2574

C27H18CdCl5N9O2Se4 | ωB97M-V/def2-TZVPD

Atoms and positions in Å:
Cd1 0.602 0.400 0.354
O1 -2.362 -3.128 -1.524
C1 -2.177 -3.905 -0.432
C2 -3.128 -4.865 -0.085
C3 -2.951 -5.670 1.025
C4 -1.821 -5.521 1.812
C5 -0.878 -4.564 1.478
C6 -1.020 -3.754 0.354
C7 -0.003 -2.690 0.062
O2 -0.107 -1.924 -0.910
N1 1.041 -2.694 0.913
N2 1.755 -1.573 0.867
C8 2.983 -1.533 1.223
C9 3.691 -0.267 1.130
C10 4.994 -0.118 1.605
C11 5.649 1.085 1.398
C12 5.007 2.089 0.694
C13 3.705 1.865 0.268
N3 3.059 0.735 0.498
H1 -3.273 -3.204 -1.827
H2 -4.020 -4.965 -0.696
H3 -3.705 -6.403 1.283
H4 -1.684 -6.132 2.694
H5 -0.003 -4.406 2.091
H6 3.529 -2.425 1.533
H7 5.469 -0.935 2.136
H8 6.654 1.233 1.777
H9 5.484 3.038 0.496
H10 3.168 2.613 -0.304
Se1 2.474 4.864 -1.853
Se2 1.398 5.418 0.105
Se3 2.509 4.585 1.987
Se4 1.519 2.681 2.906
N4 -1.484 3.249 1.376
C14 -1.372 3.261 0.041
N5 -2.190 4.074 -0.641
C15 -2.092 3.972 -1.958
N6 -2.949 4.733 -2.708
N7 -1.282 3.156 -2.626
C16 -0.482 2.417 -1.859
N8 -0.501 2.413 -0.533
C17 0.425 1.483 -2.564
C18 0.385 1.387 -3.957
C19 1.191 0.460 -4.581
C20 2.036 -0.328 -3.807
C21 2.006 -0.169 -2.435
N9 1.206 0.695 -1.829
H11 -1.988 4.020 1.778
H12 -0.685 2.901 1.914
H13 -3.302 5.556 -2.251
H14 -2.688 4.823 -3.675
H15 -0.269 2.046 -4.506
H16 1.164 0.344 -5.658
H17 2.688 -1.063 -4.259
H18 2.639 -0.763 -1.786
Cl1 0.161 -0.514 3.595
C22 -1.325 -0.588 2.714
C23 -1.306 -0.161 1.388
C24 -2.517 -0.277 0.701
Cl2 -2.563 0.152 -0.971
C25 -3.678 -0.764 1.296
Cl3 -5.146 -0.893 0.393
C26 -3.656 -1.152 2.630
Cl4 -5.090 -1.747 3.384
C27 -2.467 -1.077 3.344
Cl5 -2.426 -1.576 4.993

The calculation puts the orbital gap at 0.1724 hartree. As for the net charge: -2. Its HOMO energy is -0.768 eV.

These are the Löwdin partial charges, in e, on atoms 1 to 4: number 1, Cd, carries 1.3563; number 2, O, carries 0.0408; number 3, C, carries -0.2623; number 4, C, carries -0.0404

C4H4O3S | ωB97M-V/def2-TZVPD

Atoms and positions in Å:
C1 0.485 0.962 0.988
C2 -0.712 0.375 0.194
C3 -0.794 -1.006 -0.709
C4 0.572 -1.638 -1.136
H1 0.951 2.803 1.787
H2 -1.555 1.127 0.019
H3 -1.759 -1.003 -1.467
H4 1.020 -2.111 -0.104
O1 0.340 2.338 0.979
O2 1.315 0.433 1.584
O3 -1.226 -1.045 0.528
S1 1.363 -1.235 -2.663

Its SMILES is O=C(O)[C@@H]1O[C@@H]1C=S. For the energy relative to the best compared isomer or geometry (same formula, charge and spin), the calculation gives 105.9 kcal per mole. The calculation puts the orbital gap at 0.2904 hartree. As for the net charge: 0. Its HOMO energy is -9.234 eV.

These are the natural (NBO) partial charges, in e, on atoms 1 to 4: number 1, C, carries 0.7669; number 2, C, carries -0.0854; number 3, C, carries 0.0721; number 4, C, carries -0.2609

C31H49EuN2O2P2 | ωB97M-V/def2-TZVPD

Atoms and positions in Å:
C1 -1.583 -1.460 -2.293
C2 0.605 -2.093 -1.696
C3 -1.668 -2.447 -3.273
C4 0.502 -3.209 -2.572
C5 -0.628 -3.383 -3.349
H1 -2.533 -2.473 -3.920
H2 1.335 -3.918 -2.581
H3 -0.726 -4.251 -3.997
N1 -0.525 -1.344 -1.470
P1 -2.844 0.064 -0.357
P2 2.762 -0.496 -0.378
C6 -2.647 -0.360 -2.136
H4 -2.253 0.534 -2.660
H5 -3.596 -0.601 -2.642
C7 0.639 2.434 1.973
O1 0.879 3.483 2.372
C8 1.870 -1.841 -1.054
H6 2.514 -2.735 -1.045
C9 3.975 -0.001 -1.793
C10 3.655 -1.277 1.158
C11 -3.710 1.751 -0.406
C12 -3.928 -1.368 0.252
C13 4.197 1.513 -1.604
H7 4.691 1.722 -0.644
H8 4.840 1.893 -2.409
H9 3.252 2.067 -1.627
C14 5.302 -0.762 -1.732
H10 5.871 -0.577 -0.814
H11 5.150 -1.843 -1.858
H12 5.923 -0.423 -2.576
C15 3.336 -0.318 -3.149
H13 3.956 0.112 -3.951
H14 3.268 -1.401 -3.314
H15 2.333 0.107 -3.249
C16 4.562 -0.178 1.748
H16 3.985 0.717 2.024
H17 5.043 -0.568 2.658
H18 5.359 0.133 1.059
C17 2.582 -1.669 2.190
H19 1.997 -0.807 2.562
H20 1.907 -2.450 1.806
H21 3.096 -2.098 3.065
C18 4.464 -2.542 0.846
H22 5.296 -2.376 0.155
H23 4.898 -2.888 1.797
H24 3.839 -3.355 0.457
C19 -4.562 -0.999 1.607
H25 -5.125 -1.870 1.980
H26 -3.813 -0.735 2.369
H27 -5.280 -0.172 1.522
C20 -3.041 -2.621 0.419
H28 -2.623 -2.956 -0.538
H29 -2.213 -2.475 1.129
H30 -3.664 -3.442 0.806
C21 -5.039 -1.707 -0.746
H31 -5.669 -2.489 -0.296
H32 -5.686 -0.851 -0.961
H33 -4.648 -2.098 -1.691
C22 -2.944 2.691 -1.356
H34 -3.099 2.428 -2.409
H35 -3.333 3.709 -1.215
H36 -1.864 2.711 -1.154
C23 -3.691 2.340 1.014
H37 -2.668 2.511 1.378
H38 -4.203 3.310 0.982
H39 -4.213 1.709 1.742
C24 -5.152 1.593 -0.889
H40 -5.218 1.116 -1.875
H41 -5.780 1.046 -0.175
H42 -5.580 2.601 -0.982
Eu1 -0.018 -0.091 0.703
N2 0.780 1.326 -1.106
C25 0.782 1.468 -2.284
C26 0.689 2.181 -3.521
C27 0.500 3.576 -3.493
C28 0.827 1.526 -4.765
C29 0.546 4.320 -4.676
H43 0.329 4.083 -2.538
C30 0.910 2.283 -5.943
H44 0.873 0.444 -4.776
C31 0.774 3.675 -5.900
H45 0.399 5.404 -4.644
H46 1.071 1.765 -6.885
H47 0.831 4.239 -6.831
O2 -0.728 -1.295 2.833
H48 -1.058 -0.909 3.665
H49 -0.647 -2.244 3.016

Its spin multiplicity is 8. The calculation puts the orbital gap (spin up / spin down) at 0.2146 / 0.2151 hartree. As for the net charge: +1. Its HOMO energy (spin up / spin down) is -8.590 / -8.625 eV. The expectation value of S² is 15.76.

These are the Löwdin partial charges, in e, on atoms 1 to 4: number 1, C, carries -0.3780; number 2, C, carries -0.3774; number 3, C, carries -0.0633; number 4, C, carries -0.0450

| no. | calculated total energy (hartree) |
| --- | --- |
| 1 | -399.612280 |
| 2 | -360.585699 |
| 3 | -492.176612 |
| 4 | -13757.636687 |
| 5 | -778.575515 |
| 6 | -2863.462770 |